# 1
68
Properties=species:S:1:pos:R:3:forces:R:3 method="wB97M-V/def2-TZVPD" e_above_lowest_kcal_mol=23.86 multiplicity=1 gap_ha=0.192 total_charge=-2 lumo_ev=4.07
C 0.0530 0.8281 -0.8106 0.2 0.0 -0.5
H -1.9261 1.8815 -3.2983 0.0 0.0 -0.1
H 0.8612 3.6263 2.8154 0.0 0.0 0.0
C 2.3689 -1.5439 1.6364 -0.1 0.0 0.1
C -2.8119 0.1234 2.3718 0.0 0.0 0.0
C 4.1449 -1.0336 3.2468 0.1 0.0 0.0
H 3.4845 -0.7548 5.2409 0.0 0.0 0.0
H 0.7106 5.4518 -1.0582 0.0 0.0 0.0
C 4.6474 -1.4170 0.8528 0.0 0.0 0.0
C -0.3389 -1.1189 -5.1987 -0.2 0.0 0.1
O -0.1961 -0.0776 0.0157 -0.1 0.0 0.4
C 0.6505 4.5700 -0.4292 0.0 0.0 0.0
H -3.4984 3.2803 3.4040 0.0 0.0 0.0
C -3.0350 2.2997 3.3825 0.1 0.0 0.0
H 5.1970 -0.8827 3.4655 -0.1 0.0 0.0
H 1.1231 -1.1395 4.7601 0.0 0.0 0.1
H -0.7918 0.3982 5.0874 0.0 0.0 0.0
H -2.4822 -0.9596 -5.5667 0.0 0.0 0.0
C -1.7452 1.8859 -4.3749 0.0 0.0 0.0
H 5.7004 -1.2371 1.0409 0.0 0.0 0.0
S -0.1822 -4.3892 0.0572 -0.1 0.1 0.0
H -1.7886 -2.5598 -5.9076 0.0 0.1 0.1
S -3.5996 -5.5307 0.5501 0.1 0.2 0.1
H -4.1233 1.6536 1.6452 0.0 0.0 0.0
H 4.8680 -1.8227 -1.2336 0.0 0.0 0.0
S -2.5860 -2.1612 -0.5652 0.0 0.0 0.5
H -1.8289 2.9149 -4.7431 0.0 -0.1 0.0
As -2.3203 -4.4057 -0.6909 -0.2 -0.3 -0.2
C 3.1908 -0.9688 4.2186 -0.1 0.0 0.0
C 0.7364 3.5494 1.7424 0.0 -0.1 0.0
N 0.1160 0.7966 -2.1306 0.1 0.1 0.1
C 1.8249 -1.1784 3.9487 0.0 0.0 -0.3
H 0.3627 -1.9152 -4.9656 0.1 0.0 0.0
C 0.4144 3.3278 -1.0021 0.0 0.1 0.0
S 0.1874 -1.9391 -2.4035 0.1 0.1 -0.3
C -3.3894 1.3849 2.3970 0.0 0.0 0.0
C -2.0932 1.9599 4.3478 0.0 -0.1 0.0
H -2.0344 -2.0575 -4.2348 0.0 0.0 -0.1
C 4.1943 -1.7386 -0.3895 0.0 0.0 -0.1
C -1.8730 -0.2078 3.3417 0.0 0.1 0.1
O -0.7225 -2.1035 4.6602 0.1 0.0 0.1
N 1.9399 -1.8491 0.3876 0.1 0.0 -0.1
Ga -0.3987 -2.1069 0.1794 0.3 -0.1 -0.1
C 0.3241 2.1891 -0.2074 0.0 0.0 0.0
C 3.7379 -1.3234 1.9274 -0.2 0.0 -0.1
H 0.2916 3.2201 -2.0728 0.0 0.0 0.1
N -0.1587 -0.0504 -4.2166 0.0 0.1 0.0
C 1.3668 -1.4788 2.6667 -0.4 0.2 0.0
C 0.0478 -0.3253 -2.8932 -0.2 -0.1 0.0
S -2.4107 -4.9839 -2.7289 0.1 0.1 0.0
C -0.3509 1.3306 -4.6601 -0.1 -0.2 0.1
H 0.3890 1.9550 -4.1661 0.1 0.0 0.0
C 0.8099 4.6847 0.9468 0.0 0.0 0.0
C 2.8156 -1.9583 -0.5788 0.0 -0.1 0.0
H 2.4231 -2.2204 -1.5516 0.0 0.0 0.0
C 0.4896 2.3079 1.1683 0.0 0.0 0.1
H -2.5154 1.2802 -4.8570 0.0 0.0 0.0
C -1.5070 0.6987 4.3314 -0.1 0.0 -0.1
H -0.1547 1.3529 -5.7326 0.0 0.0 -0.1
H -1.8215 2.6719 5.1203 0.0 0.0 0.0
C -1.7521 -1.7012 -5.2302 0.0 0.0 0.1
S -1.1725 -1.8435 3.3129 0.3 0.3 -0.1
H -3.0865 -0.6154 1.6210 0.0 0.1 0.1
N 0.0581 -1.7087 2.2495 0.0 -0.3 0.4
H 0.4265 1.4150 1.7794 -0.1 0.0 0.0
H 0.9870 5.6555 1.3956 0.0 0.0 0.0
O -2.1763 -2.6827 2.7549 -0.1 -0.2 -0.2
H -0.0714 -0.7032 -6.1720 0.0 0.0 0.0

---

# 2
67
Properties=species:S:1:pos:R:3:forces:R:3 method="wB97M-V/def2-TZVPD" e_above_lowest_kcal_mol=0.00 multiplicity=1 gap_ha=0.258 total_charge=-1 lumo_ev=1.90
H -2.0944 4.7959 0.3270 0.0 0.0 0.0
H 3.7408 -1.9707 -0.1927 0.0 0.0 0.0
C -1.5702 1.4577 0.5003 0.0 0.0 0.0
C 1.5783 -2.1132 -2.3461 0.0 0.0 0.0
C -0.3351 -2.1301 5.5682 0.0 0.0 0.0
H -0.1991 -1.0004 7.9919 0.0 0.0 0.0
H -1.2776 3.0499 1.8862 0.0 0.0 0.0
Cd 0.1472 -1.1753 0.2258 0.0 0.0 0.1
N 1.4114 -0.9276 -1.5193 -0.1 0.0 -0.1
H 3.4475 -3.6122 -0.5419 0.0 0.0 0.0
N -1.0958 0.3967 1.3102 0.0 0.0 0.0
H -1.0299 2.2435 4.3655 0.0 0.0 0.0
O 2.1192 -1.7925 1.6148 0.0 0.0 0.0
C -2.4399 2.0850 -1.6663 0.0 0.0 0.0
H -2.7118 -2.0396 -1.1323 0.0 0.0 0.0
H 3.5204 1.6470 -4.0700 0.0 0.0 0.0
N 3.4786 -2.8827 0.1564 0.0 0.0 0.0
H -2.7343 1.7861 -2.6644 0.0 0.0 0.0
S 2.2360 0.3632 -1.8383 0.0 -0.1 -0.1
C -0.7731 1.9622 6.4644 0.0 0.0 0.0
N -1.1330 0.6367 2.5544 0.0 0.0 0.0
C -0.4265 -2.5863 4.3073 0.0 0.0 0.0
O 1.8962 1.3628 -0.8495 0.0 0.0 0.0
H 1.0581 -2.0115 -3.3108 0.0 0.0 0.0
C -0.7950 -0.3074 3.4622 0.0 0.0 0.0
C -0.8571 1.5337 5.1611 0.0 0.0 0.0
H -1.2850 1.2355 -5.1192 0.0 0.0 0.0
C -0.3890 -0.2779 7.2057 0.0 0.0 0.0
C -0.7185 0.1708 4.8323 0.0 0.0 0.0
C 0.0681 2.4757 -7.1158 0.0 0.0 0.0
H -0.8849 3.0166 6.6865 0.0 0.0 0.0
C -0.6575 -1.7067 3.1746 0.0 0.0 0.0
C 1.6147 0.9629 -3.4032 0.0 0.0 0.0
H -3.0936 -1.0203 0.2748 0.0 0.0 0.0
H -3.8975 -0.7032 -1.2930 0.0 0.0 0.0
O 3.6447 0.1036 -2.0771 0.0 0.0 0.0
O -0.0437 -3.1295 -0.9021 -0.1 0.0 0.0
H 0.7596 3.1777 -7.5819 0.0 0.0 0.0
C -0.4792 -0.7364 5.8816 0.0 0.0 0.0
O 1.5325 -4.4333 -1.7967 0.0 0.0 0.0
H 1.7376 -4.6423 0.4695 0.0 0.0 0.0
C 0.9735 -3.3386 -1.6377 0.1 0.0 0.0
O -1.8852 -0.1943 -1.2073 0.0 0.0 -0.1
C -0.5346 1.0543 7.5044 0.0 0.0 0.0
C 2.4385 -2.8421 1.0375 0.0 0.0 0.0
C 0.2635 0.8364 -3.6963 0.0 0.0 0.0
O -0.7770 -2.2300 2.0306 0.0 0.0 0.0
C -2.9745 -1.0341 -0.8107 0.0 0.0 0.0
C -2.4864 3.4109 -1.2641 0.0 0.0 0.0
C 1.9623 2.0745 -5.4999 0.0 0.0 0.0
C -1.6197 2.7905 0.8945 0.0 0.0 0.0
C 0.6111 1.9627 -5.8085 0.0 0.0 0.0
C -2.0759 3.7589 0.0169 0.0 0.0 0.0
N 1.7843 -4.0204 1.2708 0.0 0.0 0.0
H -0.8878 2.9824 -6.9745 0.0 0.0 0.0
C -0.2289 1.3368 -4.8907 0.0 0.0 0.0
H 2.6311 2.5568 -6.2044 0.0 0.0 0.0
H -0.1476 -2.8191 6.3852 0.0 0.0 0.0
H -0.3194 -3.6381 4.0733 0.0 0.0 0.0
H -0.4614 1.4008 8.5274 0.0 0.0 0.0
H 0.8691 -3.8487 1.6698 0.0 0.0 0.0
H 2.6275 -2.3230 -2.5612 0.0 0.0 0.0
C 2.4673 1.5752 -4.3071 0.0 0.0 0.0
H -0.0976 1.6555 -7.8183 0.0 0.0 0.0
C -1.9855 1.1172 -0.7876 0.0 0.0 0.0
H -2.8273 4.1723 -1.9537 0.0 0.0 0.0
H -0.3890 0.3394 -2.9885 0.0 0.0 0.0

---

# 3
65
Properties=species:S:1:pos:R:3:forces:R:3 method="wB97M-V/def2-TZVPD" multiplicity=2 gap_ha="0.145 / 0.143" total_charge=+3 lumo_ev="-11.93 / -11.97"
C -6.3367 -2.5831 -1.3199 0.0 0.1 0.0
H 1.5988 0.6208 6.4531 0.0 0.2 0.0
C 2.0254 -2.4592 -0.3688 0.6 -0.2 -0.1
C 0.6311 -0.7861 2.7860 -0.8 -0.5 1.0
H 2.4719 -0.4914 7.5025 0.1 0.0 0.2
N -7.3151 -4.4958 -2.2347 -1.9 -1.2 -0.4
C -7.4552 -3.3522 -1.6233 0.8 0.7 0.3
H -6.1713 -5.9507 -3.1010 0.1 0.0 -0.1
N 1.2470 -4.6824 -0.4872 0.3 -0.5 0.0
H 1.8569 3.4611 -0.6845 -0.1 -0.1 0.0
C 0.0241 -4.2109 -0.4996 -0.4 0.7 0.0
C 1.6730 -0.4143 6.7735 0.2 -0.7 -1.2
Cl 1.7732 1.1564 -1.3234 1.0 -0.1 -1.0
C -2.6842 -2.9478 -0.9932 0.9 0.4 0.2
C -4.9883 -4.3023 -2.3335 0.0 0.0 0.0
Re 0.3550 -0.0037 0.1645 -1.3 -0.1 0.3
H -8.4587 -3.0398 -1.3684 0.0 0.1 0.0
H -2.2023 4.7974 -2.5132 0.1 0.1 0.0
C -3.8145 -0.9106 -1.4848 0.6 0.1 0.3
C 1.8528 2.5021 -0.1703 0.6 0.8 0.2
H -2.8187 -1.7085 4.0408 -0.2 -0.1 0.0
N -0.4375 -0.6855 1.9544 0.4 0.0 0.4
H 2.8535 -1.7717 -0.2726 0.0 0.0 0.0
C -3.8591 -2.3012 -1.3733 -0.5 -0.1 -0.1
C -3.6656 2.0937 -1.4855 0.5 -0.8 0.1
N 0.7866 -1.9586 -0.3419 0.0 -1.0 -0.2
H 3.7822 0.0223 4.2317 0.0 0.2 0.0
C 0.5579 -1.2977 4.0813 0.7 0.3 -0.5
N -1.5253 -0.8561 -0.7780 1.4 -0.1 0.7
N -1.3320 1.7135 -1.5261 0.3 -0.7 0.4
H 3.9758 -1.6163 3.6198 0.1 -0.1 -0.1
C -1.6476 -1.0006 2.4079 -0.7 -0.2 0.1
C -5.0780 -3.0699 -1.6804 -0.1 -0.1 0.0
C -1.8280 -1.4761 3.6926 0.2 0.0 -0.1
C -2.6465 -0.2236 -1.1673 -0.7 0.2 0.0
C -2.5633 1.2265 -1.3672 -0.3 0.6 -0.1
C -1.5357 -2.2090 -0.7349 -0.8 -0.5 -0.1
Cl 0.4036 2.3068 0.8301 -0.4 1.0 0.7
H -0.7623 -4.9505 -0.4840 -0.2 0.1 -0.1
C -1.1846 2.9652 -1.9084 -0.1 0.4 -0.2
H -0.1821 3.3249 -2.0808 0.2 0.1 0.0
H -4.6821 1.8082 -1.2487 0.0 -0.2 0.0
H 2.8474 -3.6213 6.3877 0.1 0.0 0.1
C -6.1656 -4.9939 -2.5971 1.0 0.4 0.1
C -0.7183 -1.6597 4.5082 -0.2 0.2 -0.1
H 2.7404 2.3925 0.4570 -0.2 -0.1 -0.1
H -4.0445 -4.7057 -2.6675 0.2 0.0 0.0
H 2.1741 -3.9918 4.8075 0.0 -0.2 -0.1
H 4.5247 -1.2037 5.2267 0.0 -0.1 0.2
S 2.0471 -0.2163 1.9692 -0.6 0.1 -2.1
C 2.2513 -3.8266 -0.4909 0.0 0.4 0.0
C 2.0349 -3.3943 5.7049 0.1 1.0 -0.5
Si 2.0736 -1.5344 5.2650 0.2 -0.2 1.5
C -2.2938 3.7877 -2.1382 0.6 -0.4 0.1
H 0.7423 -0.7056 7.2473 -0.2 0.0 0.1
C 3.7337 -1.0290 4.5019 -0.7 -0.2 -0.2
C -0.2391 -2.8318 -0.5013 0.3 -0.2 0.2
N -3.4947 3.3333 -1.8724 -0.8 0.7 -0.1
H 3.2468 -4.2411 -0.5568 0.2 0.1 0.0
H -4.6602 -0.3584 -1.8624 -0.1 0.0 0.0
H 1.1061 -3.6961 6.1773 -0.2 0.0 0.1
H -6.4567 -1.6475 -0.7968 0.0 0.2 0.1
H -2.6494 -4.0196 -0.8916 -0.1 -0.1 -0.1
H -0.8594 -2.0696 5.4973 0.0 0.0 0.1
H -2.4765 -0.8658 1.7283 -0.1 0.0 0.0

---

# 4
69
Properties=species:S:1:pos:R:3:forces:R:3 method="wB97M-V/def2-TZVPD" e_above_lowest_kcal_mol=0.00 multiplicity=2 gap_ha="0.294 / 0.202" total_charge=+1 lumo_ev="-2.47 / -4.97"
F 1.3614 -3.4684 2.2049 0.1 0.1 0.1
H -3.9728 -1.3934 -1.9492 0.0 0.0 0.0
N 1.0158 2.3169 0.2725 -0.1 0.0 0.1
H 2.1028 -0.8775 -3.2313 0.0 0.0 0.0
H -2.8475 0.2282 2.1280 -0.1 0.0 0.0
H 3.4518 3.8568 -1.4502 0.0 0.0 0.0
F 1.7362 -2.9896 0.1152 0.2 0.0 0.1
H -0.5691 0.7779 -7.0433 0.0 0.0 0.0
H -0.7598 -3.2061 1.2300 0.0 0.0 0.0
H 3.9328 0.3018 2.5864 0.1 0.0 0.0
H -1.8182 -0.5389 6.5008 0.0 0.0 0.0
F 3.3939 -4.2306 2.4274 0.0 0.1 0.0
C -2.7853 -1.0838 -0.1929 0.0 0.0 0.0
C -0.0309 3.0229 -0.1446 0.1 0.0 0.1
H -2.0102 2.4801 -0.5300 0.0 -0.1 0.0
C 0.0135 0.4116 -6.2098 0.0 0.0 0.0
O 0.5898 -0.0449 -1.5054 0.5 -0.4 0.2
H 2.9237 -1.2000 -5.5441 0.0 0.0 0.0
N -1.5057 1.5561 1.2816 0.4 -0.2 0.0
C 0.5140 -0.9129 4.0993 0.0 0.0 0.0
H -1.8459 3.5811 0.8381 0.0 0.0 -0.1
H -1.9243 2.6423 3.0491 0.0 0.0 0.0
H -3.1720 -3.7250 -2.2660 0.0 0.0 0.0
C -1.2503 -0.3629 5.5974 0.0 0.0 0.0
C -3.2602 -1.8343 -1.2650 0.0 0.0 0.0
H 3.0526 2.0249 0.1644 0.0 0.0 0.0
C -1.9188 -3.6617 -0.5175 0.0 0.0 0.0
H -0.7758 4.5948 -1.3971 0.0 0.0 0.0
C -1.4189 2.6887 0.3586 -0.1 0.1 -0.1
C 0.3118 0.1219 -3.8372 -0.1 0.0 0.1
C 4.2734 -0.5657 2.0271 -0.1 -0.1 -0.1
F 2.0483 -5.2633 0.7455 0.0 0.0 0.0
H -0.2242 2.6020 2.5511 0.0 0.0 0.0
C -0.4388 0.5846 -4.9119 0.0 0.0 0.0
C 2.4527 3.6467 -1.0974 0.0 0.0 0.0
N 0.1754 0.0811 3.2804 -0.1 -0.1 -0.1
C -2.8179 -3.1300 -1.4349 0.0 0.0 0.0
H -4.4166 0.2279 0.0921 0.0 0.0 0.0
C 2.2306 2.6296 -0.1984 0.0 -0.1 0.1
H -1.5630 -4.6784 -0.5981 0.0 0.0 0.0
C -0.8583 0.8689 3.5879 0.0 0.0 0.0
Cl 5.6411 -1.2895 2.8250 0.1 0.0 0.0
C -1.5997 0.6711 4.7411 0.0 0.0 0.0
C 1.9812 -0.7020 -5.3650 0.0 0.0 0.0
H -3.5744 1.7542 1.6173 0.0 0.0 0.0
F 3.2074 -1.4709 2.0084 -0.1 0.1 0.0
H 1.4796 5.1612 -2.2775 0.0 0.0 0.0
H 1.3587 -1.5190 3.8003 0.0 0.0 0.0
H 0.1470 -1.9734 5.9220 0.0 0.0 0.0
C 1.2223 -0.2345 -6.4291 0.0 0.0 0.0
C -2.8601 0.9712 1.3294 -0.1 -0.1 0.0
C -1.1328 2.0056 2.6344 0.0 0.0 0.1
C -0.2202 0.3238 -2.4416 -0.1 0.2 -0.1
I 1.9027 -0.5124 -8.3794 0.0 0.0 0.0
C -1.4736 -2.8477 0.4997 0.0 -0.1 0.0
C -0.1666 -1.1647 5.2782 0.0 0.0 0.0
N -1.8802 -1.5771 0.6567 0.1 0.1 -0.1
C 1.3553 4.3714 -1.5493 0.0 0.0 0.0
C 1.5220 -0.5209 -4.0702 0.0 0.0 0.0
P 2.5085 -3.8706 1.1890 -0.2 -0.4 -0.3
C 0.1029 4.0592 -1.0641 0.0 0.0 0.1
H -2.4357 1.3208 4.9624 0.0 0.0 0.0
H -1.3785 1.0838 -4.7203 0.0 0.0 0.0
Tl 0.3161 -0.1540 0.7208 -0.4 0.4 -0.3
C -3.3277 0.3027 0.0478 0.1 0.0 -0.1
H -3.1011 0.9008 -0.8354 0.0 0.0 0.0
H 4.5220 -0.3435 0.9929 0.0 0.0 0.0
O -1.3231 0.8257 -2.2598 -0.2 0.1 0.2
F 3.8109 -3.6508 0.3528 0.0 0.1 0.1